Record 1
{"formula": "C19H16F4N4O2", "method": "the ωB97M-V functional and the def2-TZVPD basis", "e_tot_ev": -40884.9240, "total_charge": 0, "e_above_lowest_ev": 0.000, "smiles": "c1ccc(-c2cn(C[C@@H]3CCCN3)nn2)cc1.O=C1C(F)=C(F)C(=O)C(F)=C1F", "lumo_energy_ha": -0.083, "homo_ev": -8.5, "elements": ["C", "C", "C", "C", "C", "C", "N", "C", "C", "C", "C", "C", "N", "N", "N", "C", "C", "H", "H", "H", "H", "H", "H", "H", "H", "H", "H", "H", "H", "H", "H", "H", "H", "O", "C", "C", "F", "C", "F", "C", "O", "C", "F", "C", "F"], "xyz": [[5.37025, 3.10697, -0.68945], [4.94045, 2.37158, -1.77525], [3.62559, 1.97143, -1.86994], [2.71277, 2.29999, -0.86914], [1.30773, 1.88786, -0.93000], [0.69043, 1.19331, -1.94115], [-0.60773, 1.10071, -1.52645], [-1.69641, 0.39633, -2.21578], [-1.70536, -1.07878, -1.84035], [-2.77686, -1.92135, -2.57095], [-3.24916, -2.95619, -1.53587], [-3.00809, -2.28227, -0.17869], [-1.96801, -1.24685, -0.38137], [-0.74674, 1.67155, -0.32506], [0.37810, 2.14726, 0.03418], [3.15817, 3.04661, 0.21716], [4.47390, 3.44392, 0.30362], [6.40120, 3.41485, -0.61624], [5.63867, 2.10607, -2.54996], [3.30315, 1.39959, -2.72334], [1.13153, 0.79779, -2.83905], [-2.63556, 0.85809, -1.90753], [-1.59630, 0.53819, -3.29562], [-0.71575, -1.50303, -2.06506], [-3.61012, -1.27780, -2.86854], [-2.38908, -2.38998, -3.48383], [-4.30172, -3.23644, -1.67424], [-2.66332, -3.88002, -1.61626], [-3.91955, -1.77888, 0.16358], [-2.72123, -3.00023, 0.59988], [-1.10094, -1.44583, 0.12502], [2.45338, 3.30697, 0.98879], [4.80198, 4.01717, 1.15363], [1.77512, -0.41946, 3.69579], [0.61468, -0.72512, 3.54994], [0.23818, -2.10179, 3.26255], [1.19964, -3.02596, 3.13529], [-1.05362, -2.44802, 3.11829], [-1.38346, -3.71736, 2.84618], [-2.11132, -1.45594, 3.24449], [-3.27167, -1.77302, 3.12509], [-1.73462, -0.07587, 3.51717], [-2.69736, 0.84893, 3.63230], [-0.44163, 0.27104, 3.66074], [-0.10929, 1.54402, 3.91543]]}

=====

Record 2
{"formula": "C19H16MnN4O3", "method": "the ωB97M-V functional and the def2-TZVPD basis", "e_tot_ev": -63364.0162, "multiplicity": 2, "total_charge": 2, "e_above_lowest_ev": 4.088, "lumo_energy_ha": [-0.377, -0.318], "homo_ev": [-14.8, -14.8], "s2": 1.1314, "elements": ["Mn", "O", "C", "O", "C", "C", "C", "C", "C", "N", "H", "H", "H", "H", "C", "C", "O", "H", "H", "H", "C", "C", "N", "C", "C", "C", "C", "C", "C", "C", "C", "N", "C", "N", "H", "H", "H", "H", "H", "H", "H", "H", "H"], "xyz": [[-0.50721, 0.70041, -1.91004], [1.66594, 3.80758, -0.55635], [1.11060, 2.92383, -1.09743], [1.52488, 2.49524, -2.36330], [-1.40915, 2.72489, -1.09728], [-1.83588, 4.03474, -1.16707], [-3.11407, 4.24605, -1.66871], [-3.87268, 3.17268, -2.14460], [-3.33765, 1.90060, -2.14114], [-2.13231, 1.68976, -1.58893], [-1.21257, 4.84364, -0.80875], [-3.51891, 5.24954, -1.70095], [-4.86501, 3.32933, -2.54446], [-3.85585, 1.04824, -2.55832], [-0.01388, 1.69504, 0.80616], [-0.10659, 2.19961, -0.59883], [0.68726, 1.45920, -2.80699], [0.08364, 2.59402, 1.43055], [0.87478, 1.08747, 0.97500], [-0.90607, 1.15057, 1.11060], [-1.62659, -3.17802, -1.17029], [-1.69736, -1.82347, -1.34048], [-0.60371, -1.04976, -1.09727], [0.54689, -1.59397, -0.66712], [0.67799, -2.95942, -0.44960], [-0.42396, -3.74519, -0.74730], [1.95087, -3.55517, 0.00749], [2.69648, -3.20579, 1.05353], [2.44375, -2.21588, 2.12776], [3.35969, -2.09230, 3.15235], [3.06602, -1.20922, 4.18003], [1.92911, -0.50896, 4.21561], [1.12005, -0.72538, 3.18308], [1.29539, -1.50921, 2.12233], [-2.49721, -3.78856, -1.36443], [-2.60269, -1.32002, -1.64976], [1.38275, -0.92526, -0.50772], [-0.35335, -4.82028, -0.62983], [2.27796, -4.41019, -0.57435], [3.59781, -3.79100, 1.19873], [4.27299, -2.67110, 3.16391], [3.75309, -1.06496, 5.00486], [0.17475, -0.18932, 3.21930]]}

=====

Record 3
{"formula": "C19H16N4O2S6SbTc", "method": "the ωB97M-V functional and the def2-TZVPD basis", "e_tot_ev": -103752.1578, "total_charge": 2, "lumo_energy_ha": -0.320, "homo_ev": -13.7, "elements": ["Tc", "S", "C", "C", "C", "C", "C", "N", "H", "H", "H", "H", "N", "C", "C", "C", "C", "C", "C", "S", "N", "C", "C", "C", "C", "C", "C", "N", "H", "H", "H", "H", "H", "H", "H", "H", "H", "S", "Sb", "S", "S", "S", "C", "O", "C", "O", "H", "H", "H"], "xyz": [[-0.29791, -1.76342, 0.63357], [-1.24583, -1.67852, 2.73075], [-2.73612, -1.82209, 1.79669], [-4.04142, -1.86681, 2.21939], [-5.02315, -1.97170, 1.23696], [-4.67150, -2.01267, -0.10568], [-3.33978, -1.95314, -0.45518], [-2.40169, -1.87271, 0.49689], [-4.27708, -1.82490, 3.27405], [-6.06722, -2.01551, 1.52192], [-5.42066, -2.09915, -0.88078], [-2.99935, -1.99954, -1.48035], [0.42024, 2.39693, 0.44054], [-0.39231, 3.12081, -0.48893], [-0.14024, 4.45969, -0.68999], [-0.88679, 5.16276, -1.62481], [-1.86505, 4.51199, -2.35607], [-2.11061, 3.15821, -2.14702], [-1.37579, 2.46892, -1.20108], [-1.80423, 0.78292, -0.89469], [-0.55766, 0.28915, 0.19540], [0.34706, 1.10730, 0.68333], [1.40230, 0.48458, 1.52665], [2.29459, 1.18208, 2.30257], [3.26368, 0.47923, 3.00990], [3.30928, -0.89541, 2.89691], [2.36263, -1.54015, 2.12260], [1.41676, -0.86070, 1.45430], [1.17568, 2.91244, 0.85967], [0.64030, 4.96034, -0.12287], [-0.69593, 6.21609, -1.77968], [-2.44554, 5.05255, -3.09165], [-2.87870, 2.64735, -2.71877], [2.24039, 2.25937, 2.38977], [3.96798, 1.00661, 3.64130], [4.05871, -1.48244, 3.41225], [2.35481, -2.61189, 2.01544], [-1.85090, -4.01927, -2.82768], [0.28748, -3.98209, -2.32630], [0.04050, -3.84055, 0.38326], [0.61345, -1.49219, -1.79421], [2.17445, -5.00550, -2.68100], [4.44050, -0.42610, -1.85171], [2.98512, -0.46584, -1.96313], [2.41384, -1.53405, -1.42846], [2.98536, -2.39869, -0.82768], [4.71799, 0.57653, -2.14691], [4.86839, -1.16104, -2.52692], [4.74399, -0.63984, -0.83256]]}

=====

Record 4
{"formula": "C19H16N4O6", "method": "the ωB97M-V functional and the def2-TZVPD basis", "e_tot_ev": -38206.7004, "total_charge": 0, "e_above_lowest_ev": 0.000, "smiles": "Cc1cc(NC(=O)Cn2nc(C(=O)O)c3ccccc3c2=O)c([N+](=O)[O-])cc1C", "lumo_energy_ha": -0.010, "homo_ev": -9.0, "elements": ["C", "C", "C", "C", "N", "C", "O", "C", "N", "N", "C", "C", "O", "O", "C", "C", "C", "C", "C", "C", "C", "O", "C", "N", "O", "O", "C", "C", "C", "H", "H", "H", "H", "H", "H", "H", "H", "H", "H", "H", "H", "H", "H", "H", "H"], "xyz": [[2.13973, -5.13539, 1.23042], [1.28703, -4.07467, 0.61353], [0.94292, -2.94712, 1.34377], [0.15936, -1.93437, 0.80686], [-0.22664, -0.85036, 1.60747], [-1.51164, -0.41234, 1.65333], [-2.45628, -1.03862, 1.23941], [-1.64015, 0.97367, 2.30073], [-1.14311, 1.97053, 1.36881], [-2.06531, 2.56303, 0.64997], [-1.75504, 3.40808, -0.28162], [-2.91990, 3.98015, -1.00854], [-2.86322, 4.67059, -1.99621], [-4.07612, 3.64927, -0.43663], [-0.38618, 3.74738, -0.57896], [0.01995, 4.64322, -1.57596], [1.35800, 4.90068, -1.77009], [2.32891, 4.28022, -0.98424], [1.95295, 3.39544, -0.00135], [0.59906, 3.12257, 0.21271], [0.21910, 2.16102, 1.23380], [1.00330, 1.54713, 1.95054], [-0.26263, -2.06009, -0.52106], [-0.94601, -1.00205, -1.21021], [-0.74320, 0.14078, -0.83716], [-1.62957, -1.29585, -2.16248], [0.04714, -3.20579, -1.24580], [0.81227, -4.21905, -0.69894], [1.13613, -5.43851, -1.50200], [2.43000, -4.86226, 2.24077], [3.04014, -5.29206, 0.63792], [1.60163, -6.08171, 1.26574], [1.27720, -2.84646, 2.36545], [0.49934, -0.23656, 1.97899], [-1.05815, 1.02507, 3.22379], [-2.69449, 1.18556, 2.47725], [-4.81581, 4.00062, -0.95790], [-0.72695, 5.11991, -2.18868], [1.66095, 5.59189, -2.54262], [3.37397, 4.49421, -1.15125], [2.67897, 2.89540, 0.62160], [-0.31174, -3.27393, -2.26236], [0.68377, -5.38018, -2.48760], [2.21382, -5.54619, -1.61873], [0.76652, -6.33287, -1.00250]]}

=====

Record 5
{"formula": "C19H17AsF6N3O9RhS2", "method": "the ωB97M-V functional and the def2-TZVPD basis", "e_tot_ev": -144694.8809, "total_charge": 0, "e_above_lowest_ev": 0.515, "lumo_energy_ha": -0.064, "homo_ev": -10.0, "elements": ["Rh", "F", "C", "F", "F", "S", "O", "O", "N", "S", "O", "O", "C", "F", "F", "F", "O", "C", "O", "C", "C", "C", "C", "C", "C", "N", "O", "O", "H", "H", "H", "H", "C", "As", "C", "C", "C", "C", "C", "C", "C", "C", "H", "H", "H", "H", "H", "H", "H", "H", "H", "H", "H", "H", "H", "O", "C", "N"], "xyz": [[0.32097, -0.46671, 0.67657], [0.91850, 2.49047, -3.16918], [1.54896, 2.06633, -2.08323], [1.53064, 0.72474, -2.07780], [2.81023, 2.46615, -2.11854], [0.73274, 2.71184, -0.54575], [1.08776, 1.72514, 0.47073], [1.21423, 4.03665, -0.40075], [-0.80953, 2.68084, -0.89161], [-1.64002, 1.45109, -0.39618], [-1.21141, 0.17622, -0.95486], [-1.83032, 1.35856, 1.03286], [-3.29314, 1.83562, -1.11741], [-3.79858, 2.89481, -0.51241], [-3.19919, 2.06207, -2.42040], [-4.07107, 0.78197, -0.90551], [4.08937, -0.21417, 2.08643], [2.88778, -0.21965, 2.19108], [2.16023, -0.79696, 1.23324], [2.20226, 0.41547, 3.36437], [2.88424, 1.46144, 3.98302], [2.33078, 2.11123, 5.06987], [1.09756, 1.68115, 5.53064], [0.41032, 0.63313, 4.95132], [0.97297, -0.00321, 3.85423], [0.49830, 2.36480, 6.69546], [-0.57823, 1.96525, 7.09081], [1.12846, 3.27207, 7.20028], [3.84774, 1.75748, 3.59343], [2.83263, 2.93238, 5.55792], [-0.54344, 0.32607, 5.35291], [0.44586, -0.83417, 3.41287], [1.82677, -2.16779, -1.91638], [0.66874, -2.44605, -0.40496], [-0.95299, -3.23493, -1.08312], [1.50630, -3.74095, 0.76539], [1.66134, -5.06471, 0.07914], [0.67407, -6.04057, 0.18730], [0.80728, -7.25361, -0.47137], [1.92877, -7.50482, -1.24862], [2.92125, -6.54078, -1.35678], [2.78808, -5.32862, -0.69713], [2.05126, -3.13721, -2.36153], [2.73966, -1.68878, -1.56876], [1.32028, -1.53664, -2.64100], [-0.69658, -4.17388, -1.57352], [-1.41381, -2.55655, -1.79803], [-1.63048, -3.42113, -0.25416], [0.85334, -3.79293, 1.63686], [2.45834, -3.30638, 1.06589], [-0.19988, -5.85360, 0.80124], [0.03552, -8.00565, -0.37210], [2.03426, -8.45210, -1.76038], [3.80592, -6.73480, -1.94895], [3.57391, -4.58493, -0.76934], [-3.24545, -1.69184, 1.75447], [-2.07966, -1.60334, 1.72312], [-0.87081, -1.61529, 1.74924]]}